w) # C3H9NOS

A cluster of 2 separate species, C3H9NOS in total (ωB97M-V/def2-TZVPD, OMol25).

HOMO energy (alpha / beta): -12.59 / -12.59 eV
Charge: +1
Frontier orbital gap (alpha / beta): 8.092 / 3.160 eV
Multiplicity: 2

Each line ends with the Mulliken spin population.
Atoms and positions in Å:
S1 1.9237 -1.3618 -0.7208  0.938
O1 -4.4107 -1.3433 -0.6664  0.000
N1 -2.7272 -0.0235 0.1097  0.000
C1 2.7255 0.6640 0.8449  0.051
C2 1.4318 -0.0174 0.3476  -0.011
C3 -3.5692 -0.5064 -0.8573  0.000
H1 -2.9689 -0.0577 1.0848  0.000
H2 -3.5545 -0.0306 -1.8542  0.000
H3 -1.9599 0.4962 -0.2715  0.000
H4 2.4225 1.4780 1.5069  0.015
H5 3.2717 1.0860 -0.0081  0.000
H6 3.3583 -0.0467 1.3689  -0.005
H7 2.3457 -0.5884 -1.7473  -0.011
H8 0.8234 -0.4333 1.1487  -0.007
H9 0.8879 0.6848 -0.2860  0.030

=====

x) # C3H9NOS

The ion C3H9NOS with charge +1 (ωB97M-V/def2-TZVPD, OMol25).

HOMO energy (alpha / beta): -14.17 / -14.04 eV
Charge: +1
Frontier orbital gap (alpha / beta): 10.162 / 4.627 eV
Multiplicity: 2

Each line ends with the Mulliken spin population.
Atoms and positions in Å:
S1 1.9447 -1.8882 -0.1640  0.861
O1 -1.7121 1.7809 -0.0697  0.023
N1 -0.6891 -0.3870 -1.2571  0.076
C1 -0.5996 1.2378 0.5957  0.012
C2 -0.2782 -0.2163 0.1085  0.031
C3 1.2579 -0.2849 0.2525  0.004
H1 1.7064 0.3663 -0.4940  0.004
H2 0.2413 1.8939 0.4042  -0.001
H3 -0.7184 -0.9235 0.8101  -0.015
H4 1.6278 -2.5904 0.9486  -0.010
H5 -1.6930 -0.5259 -1.2943  -0.002
H6 -0.8296 1.1436 1.6458  0.001
H7 -1.6558 1.5435 -1.0030  -0.004
H8 1.6264 0.0125 1.2337  0.023
H9 -0.2286 -1.1623 -1.7172  -0.002

=====

w) is favored, and the nearest alternative lies 0.0075 hartree above it.

=====

w) # C38H58Cl2CsN6P

A structure of composition C38H58Cl2CsN6P (ωB97M-V/def2-TZVPD, OMol25).

HOMO energy: 0.08 eV
Charge: -2
Frontier orbital gap: 3.587 eV

Each line ends with the Mulliken charge.
Atoms and positions in Å:
Cs1 -0.1412 0.9471 -0.1523  1.759
Cl1 -3.5789 4.7463 0.4726  -0.318
Cl2 -1.1481 1.0161 3.6244  -0.218
P1 2.3895 -0.4739 1.2138  0.468
N1 -3.5150 0.5426 -0.0111  0.658
N2 2.2274 0.1975 -1.4964  0.118
N3 -3.1222 -1.4149 2.1382  0.847
N4 -2.3936 -1.3982 -2.2344  0.704
N5 -1.8843 2.3130 0.9706  -0.649
N6 -2.5708 -3.3724 0.1958  -0.313
C1 -1.9257 -3.4085 1.4904  -0.131
C2 0.3092 0.1093 -4.5935  -0.817
C3 -0.7057 1.9041 -6.0653  -1.605
C4 -2.3306 2.8809 2.0071  -2.096
C5 -3.7023 -0.7956 -2.0929  -0.773
C6 1.0537 -0.2962 -3.5040  0.669
C7 -5.2608 -0.4604 1.4497  -0.637
C8 -3.5754 4.7691 3.1486  -0.559
C9 0.0728 1.4533 -4.8573  0.858
C10 -4.3392 -0.8046 2.6248  -0.783
C11 -1.7274 -3.8615 -0.8716  0.296
C12 -3.6104 0.5988 -1.4371  -1.051
C13 0.6063 2.3884 -3.9753  -1.133
C14 -2.3329 -2.6117 -3.0186  -0.533
C15 3.7544 0.2650 0.3038  0.868
C16 -2.8557 -2.7715 2.5226  -1.084
C17 -4.7473 0.7762 0.6995  -0.615
C18 -2.5353 3.1071 4.5190  -0.567
C19 2.1149 1.8398 2.6113  -1.510
C20 -3.1455 4.0984 2.0443  1.025
C21 -2.0999 2.4690 3.3957  0.684
C22 1.3637 2.0281 -2.8771  3.267
C23 5.0337 0.5237 0.7921  0.038
C24 -3.2849 4.2792 4.4238  -0.421
C25 6.0231 1.0676 -0.0091  0.654
C26 -2.5175 -3.8875 -2.1820  -1.069
C27 4.4490 1.1299 -1.8484  -0.634
C28 2.3879 -3.0900 0.5151  -1.386
C29 1.6147 0.6526 -2.6136  -2.330
C30 7.4044 1.3325 0.5322  -1.801
C31 3.4267 0.5714 -1.0538  -0.972
C32 5.7130 1.3598 -1.3388  -0.993
C33 1.2947 -1.7528 -3.2405  -1.660
C34 3.0009 -2.2295 1.6195  0.384
C35 1.8676 3.0817 -1.9323  -1.090
C36 3.5514 0.2354 3.9100  -1.704
C37 2.4028 0.3711 2.9104  0.674
C38 4.5052 -2.4667 1.6642  -1.706
H1 -2.4071 -2.8764 3.5312  0.291
H2 2.5570 -2.4919 2.5903  0.532
H3 -1.7420 -4.4603 1.7545  0.515
H4 -2.8049 1.2783 0.3526  -0.332
H5 -4.1297 0.1155 3.1813  0.167
H6 4.4064 0.8378 3.6143  0.294
H7 1.9112 2.3884 3.5310  0.488
H8 -3.5668 -4.0350 -1.9223  0.405
H9 0.7519 -2.0665 -2.3508  0.022
H10 5.2671 0.2727 1.8170  -0.094
H11 -0.0713 2.5037 -6.7262  0.313
H12 -3.6207 4.7932 5.3146  0.320
H13 -4.2058 -0.7029 -3.0826  0.520
H14 -0.8088 -3.2652 -1.0084  -0.533
H15 2.3495 -1.9287 -3.0433  0.424
H16 2.9697 2.2972 2.1083  0.165
H17 4.2415 1.3299 -2.8927  0.499
H18 7.6727 2.3872 0.4375  0.340
H19 1.3320 4.0200 -2.0824  0.410
H20 -2.7336 1.1152 -1.8491  0.448
H21 -1.3442 -2.6645 -3.4793  0.073
H22 -4.5086 1.1630 -1.7576  0.330
H23 2.6609 -4.1421 0.6219  0.533
H24 7.4726 1.0657 1.5869  0.317
H25 -2.3250 -0.8066 2.2671  -0.540
H26 4.7142 -3.5298 1.8157  0.518
H27 -2.2008 -4.7391 -2.7917  0.405
H28 -4.3205 -1.4379 -1.4581  0.430
H29 -2.8206 -2.4012 0.0090  0.189
H30 6.4902 1.7616 -1.9810  0.337
H31 3.8696 -0.7996 4.0296  0.316
H32 0.4051 3.4405 -4.1591  0.365
H33 8.1535 0.7531 -0.0130  0.327
H34 -4.1514 5.6838 3.0388  0.337
H35 -1.0837 1.0500 -6.6275  0.356
H36 -3.8036 -3.3211 2.5071  0.504
H37 -6.2712 -0.2595 1.8224  0.458
H38 1.2367 1.9185 1.9682  0.186
H39 -5.5434 1.1399 0.0220  0.219
H40 4.9839 -1.9165 2.4700  0.252
H41 -4.8575 -1.4821 3.3212  0.393
H42 -1.4162 -4.8809 -0.5975  0.619
H43 1.5078 -0.0495 3.3904  0.298
H44 0.9864 -2.3669 -4.0861  0.467
H45 -2.2894 2.6923 5.4940  0.320
H46 2.7407 -2.7274 -0.4501  0.202
H47 -1.7639 -0.7093 -2.6340  -0.461
H48 4.9583 -2.1572 0.7240  0.307
H49 -0.9603 -2.8679 1.4905  -0.207
H50 -4.5764 1.5628 1.4444  0.254
H51 2.9363 3.2632 -2.0763  0.369
H52 -0.0921 -0.6451 -5.2632  0.156
H53 1.7315 2.7508 -0.9021  0.008
H54 -3.0854 -2.6210 -3.8326  0.398
H55 -1.5584 2.5177 -5.7687  0.336
H56 3.2236 0.6061 4.8842  0.466
H57 -5.2884 -1.3127 0.7702  0.127
H58 1.3033 -3.0025 0.5278  0.032

=====

x) # C38H58Cl2CsN6P

A structure of composition C38H58Cl2CsN6P (ωB97M-V/def2-TZVPD, OMol25).

HOMO energy: 0.05 eV
Charge: -2
Frontier orbital gap: 3.593 eV

Each line ends with the Mulliken charge.
Atoms and positions in Å:
Cs1 -0.1390 0.9448 -0.1747  1.628
Cl1 -1.1618 1.0396 3.6245  -0.221
Cl2 -3.5366 4.9674 0.5269  -0.325
P1 2.4158 -0.5035 1.2586  0.320
N1 -2.3671 -1.3620 -2.2699  0.737
N2 -3.0796 -1.4631 2.1926  0.778
N3 2.2609 0.1593 -1.5314  0.178
N4 -1.8480 2.3792 0.9849  -0.721
N5 -3.5431 0.5270 -0.0724  0.686
N6 -2.6261 -3.3785 0.1986  -0.307
C1 -0.8149 1.8796 -6.0297  -1.556
C2 -5.2512 -0.4682 1.4834  -0.574
C3 -2.7983 -2.8257 2.5544  -1.035
C4 4.4911 1.1424 -1.8711  -0.954
C5 -2.6157 -3.8377 -2.2278  -1.043
C6 2.4650 -3.1601 0.5267  -1.335
C7 -3.7035 -0.7741 -2.1877  -0.641
C8 -3.3132 4.3392 4.4999  -0.497
C9 -1.8569 -3.9225 -0.9062  0.190
C10 0.0563 1.4490 -4.8785  0.773
C11 2.9842 -2.2356 1.6335  0.389
C12 7.4333 1.4289 0.5378  -1.683
C13 4.4782 -2.4785 1.8345  -1.724
C14 -3.6513 0.5896 -1.5081  -1.075
C15 1.4009 2.0091 -2.9190  3.035
C16 3.5706 0.2027 3.8937  -1.662
C17 3.4642 0.5334 -1.0792  -0.703
C18 -3.1180 4.2275 2.0791  0.765
C19 1.0708 -0.3111 -3.5389  0.567
C20 -4.3136 -0.8364 2.6317  -0.769
C21 1.9075 3.0665 -1.9707  -1.042
C22 2.1306 1.8417 2.6168  -1.467
C23 -2.5653 3.1573 4.5656  -0.460
C24 1.3135 -1.7669 -3.2555  -1.636
C25 5.7291 1.4163 -1.3414  -0.849
C26 -2.2974 -2.5879 -3.0449  -0.548
C27 6.0673 1.1190 -0.0160  0.482
C28 -2.1148 2.5414 3.4243  0.562
C29 -1.9364 -3.4619 1.4745  -0.143
C30 0.6217 2.3772 -4.0139  -1.176
C31 -3.5751 4.8458 3.2147  -0.502
C32 5.0734 0.5253 0.7575  0.284
C33 1.6548 0.6376 -2.6662  -2.020
C34 -4.7764 0.7363 0.6695  -0.651
C35 3.7975 0.2432 0.2829  0.730
C36 0.2972 0.1035 -4.6166  -0.741
C37 -2.3055 2.9800 2.0172  -1.760
C38 2.4273 0.3641 2.8962  0.750
H1 1.2474 1.9419 1.9814  0.195
H2 -2.8643 1.2451 0.2848  -0.356
H3 0.9423 -2.3906 -4.0734  0.459
H4 -4.3536 -1.4334 -1.6024  0.367
H5 -5.5845 1.0601 -0.0030  0.238
H6 3.8402 -0.8428 4.0586  0.322
H7 4.6618 -3.5395 2.0414  0.505
H8 2.4536 -2.4797 2.5629  0.481
H9 -0.8810 -3.4174 -1.0167  -0.424
H10 0.8242 -2.0802 -2.3264  0.037
H11 -4.5257 1.1752 -1.8381  0.362
H12 -2.8271 -2.3905 0.0416  0.152
H13 -3.6869 -3.8930 -2.0093  0.396
H14 -2.9708 -2.5487 -3.9194  0.434
H15 -5.3641 -1.3472 0.8336  0.106
H16 -1.2190 1.0118 -6.5547  0.356
H17 -2.3791 -4.7059 -2.8529  0.395
H18 -1.6612 2.4829 -5.6919  0.321
H19 -0.1371 -0.6508 -5.2703  0.147
H20 -4.0689 0.0724 3.1951  0.150
H21 6.4774 1.8779 -1.9845  0.308
H22 -4.6112 1.5680 1.3693  0.278
H23 2.8847 -2.8720 -0.4426  0.243
H24 1.7755 2.7542 -0.9320  0.001
H25 -4.1509 -0.6888 -3.1940  0.516
H26 1.9165 2.3912 3.5359  0.469
H27 5.0359 -2.2128 0.9336  0.307
H28 3.2712 0.6165 4.8630  0.460
H29 1.3691 4.0035 -2.1139  0.412
H30 2.9774 3.2462 -2.0961  0.367
H31 1.3795 -3.1114 0.4280  0.026
H32 7.6703 2.4967 0.4865  0.326
H33 -4.1604 5.7529 3.0993  0.326
H34 -0.9534 -2.9569 1.4552  -0.203
H35 8.2335 0.8995 0.0090  0.312
H36 2.3783 -1.9589 -3.1043  0.413
H37 -6.2422 -0.2398 1.8993  0.466
H38 -2.2921 -0.8417 2.3107  -0.490
H39 -1.7359 -4.5119 1.7185  0.520
H40 2.9800 2.3083 2.1098  0.160
H41 -2.7737 1.1202 -1.9092  0.394
H42 4.2730 1.3725 -2.9085  0.489
H43 -1.7278 -0.6768 -2.6558  -0.445
H44 0.4186 3.4352 -4.1611  0.363
H45 1.5243 -0.0496 3.3607  0.285
H46 4.4665 0.7418 3.5781  0.260
H47 -0.2671 2.4785 -6.7629  0.331
H48 -3.7457 -3.3723 2.5866  0.484
H49 2.7483 -4.2008 0.7204  0.518
H50 5.3188 0.2807 1.7853  -0.093
H51 -3.6766 4.8339 5.3904  0.337
H52 -1.6398 -4.9708 -0.6754  0.566
H53 -1.2827 -2.6715 -3.4398  0.015
H54 4.9010 -1.8977 2.6554  0.252
H55 -4.8324 -1.5089 3.3272  0.396
H56 -2.3312 2.7104 5.5266  0.320
H57 7.4929 1.1345 1.5883  0.326
H58 -2.3185 -2.9501 3.5415  0.304

=====

x) is favored, and the nearest alternative lies 0.0187 hartree above it.